1.
C30H63F3N6O8PS2 | the ωB97M-V functional and the def2-TZVPD basis

Positions of all 113 atoms, in Å:
C -1.6186 1.9073 4.3805
C -2.0194 0.5161 3.8758
C -0.8237 -0.4274 3.7638
C -1.1874 -1.6892 3.0066
N -0.1884 -2.7760 3.0960
C 0.8739 -2.6621 2.0750
C 1.8017 -1.4804 2.2614
C 3.0298 -1.5948 1.3269
C 3.4626 -0.3101 0.6274
C 2.6886 0.0829 -0.6288
O 3.5577 0.6403 -1.6086
C 3.3899 2.0298 -1.6439
O 4.0291 2.5309 -0.5113
O 3.8447 2.5814 -2.7981
C 5.2849 2.5958 -2.9616
C 5.8577 3.9918 -2.7881
C 1.8583 2.1278 -1.6319
C 1.2875 1.6265 -2.9461
C 0.0289 2.3402 -3.4584
O 0.0866 3.7278 -3.2196
C -0.8280 4.2825 -2.3234
C -1.6419 5.3930 -2.9937
F -1.8735 5.1254 -4.3268
F -2.8543 5.5075 -2.3526
F -1.0162 6.6084 -2.9109
N 1.5954 1.1402 -0.4699
O 1.7607 1.8046 0.7797
P -0.1199 0.4053 -0.4722
N -0.2216 -0.9582 -1.1763
C -0.8366 -4.0457 2.9057
S -0.6910 -5.2412 3.9600
S -1.6366 -4.3456 1.3023
C -3.3153 -3.6586 1.4739
C -4.3363 -4.5468 0.7392
C -5.1157 -3.7645 -0.3147
H -1.4755 2.6002 3.5513
H -2.3681 2.3229 5.0409
H -0.6752 1.8619 4.9251
H -2.7834 0.0873 4.5165
H -2.4173 0.6343 2.8645
H -0.4471 -0.6893 4.7523
H -0.0210 0.1324 3.2836
H -2.1143 -2.0571 3.4398
H -1.4040 -1.4874 1.9496
H 0.4483 -2.6673 1.0677
H 1.4807 -3.5639 2.1692
H 2.1441 -1.4802 3.2920
H 1.3050 -0.5408 2.0425
H 3.8747 -1.9268 1.9247
H 2.8362 -2.3584 0.5721
H 4.4693 -0.4574 0.2434
H 3.5305 0.5034 1.3417
H 2.2620 -0.8072 -1.0869
H 3.5476 3.2688 -0.1463
H 5.4571 2.2349 -3.9726
H 5.7517 1.8832 -2.2896
H 5.0302 4.6896 -2.6626
H 6.4518 4.0471 -1.8924
H 6.4186 4.3043 -3.6608
H 1.4755 3.1021 -1.3416
H 1.1012 0.5533 -2.9165
H 2.0585 1.7725 -3.6945
H 0.0154 2.1986 -4.5376
H -0.9017 1.9073 -3.0886
H -1.5511 3.5628 -1.9422
H -0.3060 4.7456 -1.4852
H 1.0625 2.4721 0.8301
H -0.2809 0.4296 0.9044
H -0.8249 1.5122 -0.9589
H -0.8214 -0.9519 -1.9932
H -3.3202 -2.6742 1.0103
H -3.5755 -3.5456 2.5187
H -5.0343 -4.9486 1.4714
H -3.8300 -5.3931 0.2853
H -4.5747 -3.7091 -1.2581
H -5.3237 -2.7484 0.0166
H -6.0787 -4.2333 -0.5133
C -4.0751 -4.0927 -4.1404
O -3.4993 -3.5005 -3.2431
N -3.6587 -5.2518 -4.6665
C -4.3806 -5.9224 -5.7312
C -2.4403 -5.8520 -4.1446
H -5.0063 -3.7172 -4.5940
H -4.7022 -6.9146 -5.4119
H -3.7507 -6.0273 -6.6158
H -5.2598 -5.3405 -5.9972
H -2.5420 -6.0586 -3.0794
H -1.5958 -5.1760 -4.2763
H -2.2474 -6.7796 -4.6755
C 8.6475 2.3525 0.1931
O 8.1746 2.9463 -0.7571
N 8.2194 1.1583 0.6369
C 8.8298 0.4934 1.7724
C 7.1120 0.5193 -0.0499
H 9.4880 2.7554 0.7794
H 9.2391 -0.4744 1.4789
H 8.0984 0.3371 2.5676
H 9.6379 1.1079 2.1609
H 7.3608 0.3424 -1.0974
H 6.2232 1.1534 -0.0138
H 6.9000 -0.4321 0.4320
C -5.7108 3.2007 4.1569
O -4.6516 2.8018 4.6052
N -6.5388 2.4601 3.4032
C -7.7947 2.9788 2.8948
C -6.1581 1.0912 3.0994
H -6.0852 4.2194 4.3439
H -8.6339 2.3917 3.2702
H -7.8102 2.9520 1.8039
H -7.9195 4.0089 3.2191
H -6.0337 0.5155 4.0167
H -5.2095 1.0683 2.5605
H -6.9320 0.6342 2.4892

Values from the calculation:
**HOMO**: -9.9676 eV
**HOMO-LUMO gap**: 6.8 eV
**Charge**: +1

Here are the Mulliken charges for atoms 1 to 2, given in e:
1 C -1.421
2 C -0.113

***

2.
C30H63I2N5O2P | the ωB97M-V functional and the def2-TZVPD basis

Positions of all 103 atoms, in Å:
C 3.7825 -2.9738 -0.9373
C 2.8236 -1.6223 -0.7180
O 2.2938 -1.4461 0.4943
O 2.6151 -0.7837 -1.9062
C 2.7231 0.6526 -1.6142
C 1.4837 1.3801 -2.4706
N 0.1539 0.9337 -1.8323
C -0.4785 1.8279 -0.7675
C -1.8910 1.4406 0.0403
P -2.5315 2.6729 1.3686
N -3.6614 3.6524 0.7461
C -2.6626 0.0087 -0.3432
C -1.9503 -0.9125 -1.5253
C -2.5153 -2.3641 -2.0464
I -2.3474 -2.7032 -4.2031
C -4.0538 -2.6929 -1.5773
C -4.0540 -3.3060 -0.0493
I -4.7842 -4.2698 -2.9723
C -0.5616 -0.3530 -2.1960
H 4.9077 -2.7122 -1.1231
H 3.5777 -3.6609 -0.0122
H 3.2929 -3.5315 -1.8720
H 3.7165 1.1604 -1.9752
H 2.5435 0.9529 -0.4980
H 1.5758 2.5511 -2.4145
H 1.5686 0.9455 -3.5558
H 0.1100 2.8401 -0.5404
H -1.3776 3.4611 1.7843
H -2.9783 1.8838 2.4987
H -3.8285 3.3855 -0.2501
H -3.6401 -0.3400 0.2104
H -1.8292 -3.1883 -1.5223
H -4.6720 -1.7033 -1.7056
H -5.0627 -3.8603 0.1631
H -3.7822 -2.4979 0.7603
H -3.1985 -4.1358 0.0029
H -0.0548 -1.0238 -3.0313
C -5.8054 -1.4254 -5.6576
C -7.1492 -1.4689 -4.9381
N -7.5217 -0.2113 -4.2893
C -8.6662 -0.3424 -3.3813
C -10.0119 -0.7176 -3.9929
C -7.5385 0.9802 -5.1417
C -8.4541 0.9635 -6.3618
H -5.0029 -1.1146 -4.9802
H -5.5549 -2.4216 -6.0389
H -5.8218 -0.7453 -6.5148
H -7.0735 -2.2526 -4.1731
H -7.9167 -1.8002 -5.6466
H -8.7863 0.5862 -2.8088
H -8.4146 -1.1011 -2.6285
H -10.4680 0.1253 -4.5131
H -10.7062 -1.0121 -3.1986
H -9.9375 -1.5606 -4.6857
H -6.5153 1.1685 -5.4891
H -7.7780 1.8628 -4.5345
H -8.4086 0.0193 -6.9099
H -8.1555 1.7553 -7.0555
H -9.4932 1.1577 -6.0877
C 7.3416 -3.2613 3.5354
C 6.1326 -2.3459 3.3748
N 4.8444 -3.0335 3.4698
C 3.7108 -2.2051 3.0452
C 3.3948 -0.9644 3.8738
C 4.6167 -3.8233 4.6826
C 4.6950 -3.0988 6.0228
H 7.3147 -4.0838 2.8127
H 8.2632 -2.6943 3.3635
H 7.4044 -3.6836 4.5430
H 6.2147 -1.8843 2.3822
H 6.2096 -1.5308 4.1032
H 2.8080 -2.8261 2.9829
H 3.8966 -1.8825 2.0123
H 2.9084 -1.2209 4.8155
H 2.6986 -0.3231 3.3228
H 4.2845 -0.3656 4.0886
H 5.3434 -4.6447 4.6990
H 3.6458 -4.3307 4.6134
H 5.5463 -2.4166 6.0840
H 4.8074 -3.8301 6.8292
H 3.7820 -2.5366 6.2302
C 1.7762 2.9151 2.6822
C 2.9535 3.3632 1.8227
N 3.6608 4.5349 2.3406
C 4.6039 5.1163 1.3793
C 5.7990 4.2659 0.9617
C 4.1554 4.4405 3.7164
C 5.1247 3.3086 4.0429
H 1.0629 3.7320 2.8343
H 1.2452 2.0944 2.1872
H 2.1002 2.5475 3.6607
H 2.5481 3.6044 0.8315
H 3.6302 2.5128 1.6825
H 4.9720 6.0761 1.7638
H 4.0431 5.3782 0.4724
H 6.5576 4.2239 1.7439
H 6.2762 4.7111 0.0821
H 5.5138 3.2449 0.6924
H 3.2917 4.3501 4.3865
H 4.6168 5.3932 4.0069
H 4.8190 2.3536 3.6086
H 5.1750 3.1699 5.1272
H 6.1380 3.5367 3.7054

Values from the calculation:
**HOMO**: -9.7054 eV
**Energy relative to the best compared isomer or geometry (same formula, charge and spin)**: 568.2 kJ/mol
**HOMO-LUMO gap**: 4.8 eV
**Charge**: +1

Here are the Mulliken charges for atoms 1 to 2, given in e:
1 C -0.853
2 C 0.562

***

3.
C30H64F18N4O26S6 | the ωB97M-V functional and the def2-TZVPD basis

Positions of all 148 atoms, in Å:
C 3.7080 -3.5271 2.7785
O 4.9677 -3.4962 2.1309
C 5.2001 -4.3570 1.0319
C 6.2172 -3.7102 0.0772
N 7.3528 -2.9744 0.7667
H 7.6602 -2.2206 0.0511
H 6.9254 -2.3436 1.5404
C 8.5032 -3.6816 1.3368
C 8.4195 -4.0200 2.8477
O 8.2925 -5.4521 2.9328
C 8.2572 -5.7994 4.3387
H 3.6070 -4.3321 3.5075
H 2.8650 -3.5164 2.1071
H 3.6571 -2.5878 3.3590
H 4.2777 -4.4925 0.4723
H 5.5435 -5.3136 1.4477
H 5.7143 -2.9728 -0.5679
H 6.7312 -4.4127 -0.6352
H 9.3071 -2.9605 1.3467
H 8.8327 -4.5109 0.6533
H 7.5250 -3.5599 3.3109
H 9.3383 -3.7048 3.3406
H 8.9827 -5.1703 4.8694
H 8.5849 -6.8772 4.3217
H 7.2606 -5.6886 4.7686
C -3.5165 0.2697 4.4358
O -4.5102 -0.7068 4.5962
C -5.5774 -0.6018 3.6818
C -5.8630 -1.8861 2.9122
N -4.9082 -2.1680 1.8872
H -3.8812 -2.3496 2.2701
H -5.1562 -3.0563 1.5296
C -4.8252 -1.1154 0.8464
C -3.8818 -1.5588 -0.1914
O -4.1663 -2.8240 -0.6785
C -3.0778 -3.7585 -0.8007
H -3.8655 1.2741 4.5413
H -3.0552 0.2166 3.4528
H -2.6919 0.0197 5.0885
H -5.4158 0.2103 2.9611
H -6.5270 -0.4139 4.2785
H -6.8009 -1.6370 2.4388
H -5.8885 -2.7486 3.5405
H -4.4471 -0.2355 1.3607
H -5.7993 -0.8334 0.4273
H -2.8530 -1.5499 0.1686
H -3.9867 -0.8040 -0.9635
H -2.5855 -3.6037 -1.7975
H -3.5096 -4.7775 -0.9023
H -2.4294 -3.7349 0.0375
C 0.8245 4.7524 -5.1961
O -0.5225 5.0367 -5.4943
C -1.1170 5.5502 -4.3186
C -2.6642 5.4842 -4.4678
N -3.1911 4.1212 -4.5040
H -4.2199 4.1540 -4.4754
H -3.0182 3.7043 -5.4223
C -2.7598 3.1556 -3.4452
C -3.6311 3.3032 -2.2396
O -4.8952 3.6820 -2.6361
C -5.8166 4.0048 -1.5878
H 1.3293 5.7022 -4.9594
H 1.2560 4.2837 -6.0816
H 0.8450 4.0121 -4.3189
H -0.8313 6.5992 -4.2080
H -0.7848 4.9967 -3.4494
H -2.9392 5.9564 -5.4058
H -3.1089 6.0700 -3.7105
H -1.6852 3.1289 -3.3321
H -3.1531 2.1816 -3.8798
H -3.2538 4.1196 -1.6415
H -3.6253 2.3624 -1.6872
H -5.4588 4.9544 -1.0866
H -5.9416 3.2397 -0.7943
H -6.8299 4.1330 -2.0191
C 1.7692 2.0796 3.3612
O 1.3068 0.9100 2.8376
C 2.3591 0.2522 2.1075
C 1.8037 -0.8120 1.2571
N 0.9410 -0.3632 0.1511
H 1.3211 0.4643 -0.3417
H 0.9219 -1.1609 -0.5097
C -0.4971 -0.0242 0.3867
C -1.1452 0.3385 -0.9215
O -1.1527 -0.7575 -1.8068
C -1.2964 -0.3573 -3.1279
H 1.1048 2.4383 4.1949
H 1.7644 2.8518 2.6021
H 2.7808 1.9850 3.7898
H 3.0535 -0.1999 2.8129
H 2.7968 0.9748 1.4319
H 1.2826 -1.4932 1.8749
H 2.7171 -1.3753 0.9237
H -0.5384 0.7325 1.1669
H -0.9537 -0.9628 0.7362
H -0.7212 1.2084 -1.3783
H -2.1878 0.6913 -0.6982
H -2.2129 0.1723 -3.3650
H -1.1127 -1.2058 -3.7387
H -0.4404 0.3851 -3.4054
C -3.9086 1.2047 -7.1805
F -2.8143 1.2484 -6.4494
F -3.5138 0.8032 -8.4064
F -4.7873 0.3043 -6.6580
S -4.7794 2.8449 -7.2475
O -5.4413 2.9281 -5.9778
O -3.6917 3.7977 -7.3311
O -5.5868 2.6633 -8.4249
C 1.2524 -3.8996 -2.5158
F 1.1948 -5.1908 -2.3806
F 1.4651 -3.6248 -3.8447
F 0.1139 -3.3347 -2.1569
S 2.5746 -3.1325 -1.5470
O 2.1809 -3.3889 -0.1526
O 3.7664 -3.8182 -1.9268
O 2.5379 -1.7506 -1.9610
C -4.8920 4.2902 2.5670
F -4.0152 3.9752 3.5369
F -5.2941 5.5465 2.8722
F -4.1871 4.4204 1.4716
S -6.2832 3.0693 2.3693
O -6.7474 2.8615 3.7006
O -7.1736 3.7989 1.5054
O -5.4510 1.9954 1.6909
C 1.0043 4.6064 0.0233
F 0.2628 5.5234 -0.5846
F 1.9599 5.2749 0.6096
F 0.1460 3.9108 0.7806
S 1.8812 3.4009 -1.1514
O 0.8070 2.9996 -2.0825
O 2.9492 4.1934 -1.6829
O 2.2504 2.3349 -0.2022
C 6.7020 0.8611 1.1607
F 6.4230 1.6607 2.2400
F 5.7432 -0.0831 1.0457
F 6.6438 1.6226 0.0849
S 8.3556 0.1522 1.3832
O 8.0717 -0.8203 2.4275
O 8.5648 -0.5112 0.0927
O 9.1508 1.2964 1.7275
C -1.4406 -3.4707 4.7216
F -2.0285 -2.4793 5.4264
F -0.1375 -3.1857 4.4670
F -1.4787 -4.6116 5.4463
S -2.2475 -3.9062 2.9946
O -1.1916 -4.7904 2.5345
O -3.5788 -4.4914 3.3021
O -2.3155 -2.5047 2.4471

Values from the calculation:
**HOMO**: -6.2482 eV
**HOMO-LUMO gap**: 9.4 eV
**Charge**: -2

Here are the Mulliken charges for atoms 1 to 2, given in e:
1 C -0.662
2 O -0.174

***

4.
C30H65N2O10 | the ωB97M-V functional and the def2-TZVPD basis

Positions of all 107 atoms, in Å:
C 0.8397 -2.0535 4.5214
C 0.0337 -0.8179 4.9224
C -0.7062 -0.2173 3.7353
O -1.8863 -0.9508 3.3390
N -2.8813 -0.8320 4.3023
C -4.0671 -1.6443 3.9051
C -5.2932 -1.0164 4.5586
O -4.8385 -0.3981 5.7535
C -6.4074 -2.0183 4.8013
N -6.6819 -2.8012 3.5988
H 0.1823 -2.8472 4.1705
H 1.5528 -1.8103 3.7345
H 1.4165 -2.4100 5.3726
H -0.6452 -1.0995 5.7337
H 0.6899 -0.0305 5.2931
H -0.0416 -0.2820 2.8782
H -0.9208 0.8470 3.8661
H -3.1619 0.1446 4.4566
H -2.5512 -1.1789 5.2076
H -3.8832 -2.6848 4.1629
H -4.1443 -1.5801 2.8225
H -5.6813 -0.2441 3.8825
H -5.6065 -0.0935 6.2603
H -7.3084 -1.4548 5.0529
H -6.1558 -2.6099 5.6902
H -7.2373 -3.5991 3.8832
H -5.8360 -3.2109 3.2089
C -6.1335 2.5893 9.4297
C -6.3055 2.2222 7.9820
O -6.2446 1.0666 7.6145
C -6.5604 3.3467 7.0136
H -5.9588 1.6931 10.0191
H -5.2868 3.2679 9.5428
H -7.0299 3.0923 9.7948
H -5.7304 4.0542 7.0378
H -7.4724 3.8765 7.2908
H -6.6688 2.9514 6.0062
C 1.8603 4.8126 4.1318
C 1.1344 3.5893 3.6381
O 1.3198 2.4991 4.1346
C 0.1738 3.7854 2.4907
H 2.5204 4.5410 4.9515
H 2.4493 5.2485 3.3236
H 1.1434 5.5591 4.4771
H 0.7021 4.1830 1.6232
H -0.6070 4.4936 2.7727
H -0.2807 2.8341 2.2206
C 1.8858 0.1616 0.5254
C 1.7459 0.2524 -0.9783
O 1.6655 1.3257 -1.5303
C 1.7181 -1.0514 -1.7288
H 1.8977 1.1638 0.9505
H 1.0405 -0.3948 0.9350
H 2.8126 -0.3503 0.7881
H 0.8819 -1.6628 -1.3892
H 2.6385 -1.6010 -1.5508
H 1.6126 -0.8563 -2.7943
C 3.0688 1.8885 -4.1845
C 3.3241 1.5170 -5.6231
O 3.6291 0.3860 -5.9373
C 3.1970 2.6129 -6.6485
H 3.2067 1.0162 -3.5563
H 3.7654 2.6697 -3.8729
H 2.0516 2.2569 -4.0607
H 3.9056 3.4113 -6.4202
H 2.1906 3.0325 -6.6468
H 3.4122 2.2184 -7.6382
C 1.6576 -5.8648 -0.8256
C 2.8689 -4.9778 -0.6741
O 2.7756 -3.7711 -0.6941
C 4.1987 -5.6664 -0.5014
H 0.7674 -5.2515 -0.9442
H 1.7720 -6.5062 -1.7005
H 1.5461 -6.4988 0.0554
H 4.4060 -6.3012 -1.3641
H 4.1824 -6.2928 0.3919
H 4.9861 -4.9232 -0.4057
C 2.9152 4.5789 -11.5510
C 3.3789 4.4409 -10.1205
O 2.6693 4.7588 -9.1941
C 4.7698 3.8918 -9.9091
H 1.9063 4.9835 -11.5705
H 3.5825 5.2470 -12.0975
H 2.9232 3.6047 -12.0425
H 5.5035 4.5335 -10.3990
H 4.8466 2.8913 -10.3388
H 4.9969 3.8446 -8.8473
C 6.7654 2.0138 -5.4866
C 7.4321 2.0843 -6.8385
O 7.4223 3.0977 -7.4975
C 8.0998 0.8236 -7.3303
H 6.3225 2.9805 -5.2544
H 5.9868 1.2499 -5.5092
H 7.4917 1.7586 -4.7134
H 7.3667 0.0181 -7.3995
H 8.8845 0.5197 -6.6356
H 8.5361 1.0005 -8.3102
C -4.7329 -6.1593 0.0087
C -5.2585 -5.0699 0.9040
O -4.5852 -4.6125 1.8066
C -6.6539 -4.5698 0.6366
H -3.7227 -6.4271 0.3080
H -5.3745 -7.0389 0.0771
H -4.7251 -5.8181 -1.0274
H -7.3730 -5.3839 0.7377
H -6.7211 -4.1649 -0.3741
H -6.8911 -3.7820 1.3476

Values from the calculation:
**HOMO**: -10.3079 eV
**Energy relative to the best compared isomer or geometry (same formula, charge and spin)**: 18.0 kJ/mol
**HOMO-LUMO gap**: 8.0 eV
**Charge**: +1

Here are the Mulliken charges for atoms 1 to 2, given in e:
1 C -1.159
2 C -0.468